1.
Entry from the Open Molecules 2025 dataset: a molecular structure, C41H58KN3O6Se (the ωB97M-V functional and the def2-TZVPD basis).

Geometry as XYZ:
```
110
Properties=species:S:1:pos:R:3:mulliken_charge:R:1
K -0.16 -0.01 -0.14 1.40
O -1.25 2.68 3.30 -0.62
C 0.00 2.40 3.03 0.90
O 0.36 1.31 2.30 0.33
C 1.25 2.81 3.36 -0.32
C 2.11 3.92 3.60 -0.71
C 3.25 3.98 2.88 -0.74
C 3.44 3.02 1.80 -0.10
C 2.64 1.94 1.65 0.31
N 1.79 1.59 2.72 -0.46
C 2.87 0.96 0.55 0.30
O 2.29 -0.24 0.67 -0.49
O 3.48 1.25 -0.46 -0.69
H -1.86 2.03 2.88 0.16
H 1.83 4.71 4.29 0.43
H 3.97 4.77 3.01 0.40
H 4.24 3.17 1.08 0.52
H 1.87 -0.40 1.54 0.32
C -2.86 -6.89 2.71 -1.75
C -3.73 -6.15 1.68 2.16
C -4.89 -5.47 2.40 -1.55
C -4.31 -7.19 0.72 -2.19
C -2.89 -5.11 0.95 -0.97
C -2.29 -4.08 1.67 0.35
C -1.56 -3.09 1.06 -0.65
Se -0.81 -1.72 2.22 -0.03
C -2.37 -0.61 2.58 0.52
C -3.08 -0.94 3.71 -0.44
C -4.28 -0.32 4.06 -1.00
C -4.75 0.66 3.19 0.13
C -4.07 1.05 2.04 0.55
C -2.83 0.43 1.70 -1.34
O -2.16 0.80 0.66 0.04
C -4.65 2.11 1.09 2.43
C -3.72 3.34 1.03 -1.60
C -6.03 2.60 1.52 -2.38
C -4.78 1.52 -0.32 -1.53
C -5.01 -0.75 5.33 2.17
C -5.34 -2.25 5.25 -1.72
C -4.12 -0.50 6.55 -1.79
C -6.32 0.01 5.53 -2.27
C -1.35 -3.06 -0.37 0.46
O -0.69 -2.12 -0.94 -1.02
C -1.94 -4.13 -1.10 -0.02
C -2.68 -5.10 -0.43 -0.13
C -1.85 -4.28 -2.63 2.24
C -1.06 -3.19 -3.36 -1.94
C -3.26 -4.28 -3.23 -1.78
C -1.16 -5.62 -2.96 -1.78
H -3.45 -7.63 3.25 0.46
H -2.02 -7.40 2.23 0.37
H -2.44 -6.19 3.44 0.29
H -5.50 -6.20 2.94 0.47
H -4.53 -4.74 3.13 0.19
H -5.53 -4.94 1.70 0.34
H -4.91 -7.92 1.28 0.44
H -4.96 -6.74 -0.03 0.38
H -3.53 -7.75 0.20 0.41
H -2.41 -4.03 2.75 0.27
H -2.69 -1.73 4.35 0.50
H -5.68 1.14 3.43 0.61
H -3.67 3.83 2.00 0.29
H -2.72 3.05 0.72 -0.05
H -4.12 4.07 0.32 0.59
H -6.02 3.07 2.50 0.39
H -6.38 3.35 0.80 0.47
H -6.76 1.80 1.54 0.39
H -3.82 1.16 -0.68 -0.01
H -5.48 0.68 -0.32 0.34
H -5.18 2.28 -1.00 0.48
H -4.43 -2.85 5.17 0.33
H -5.88 -2.57 6.14 0.51
H -5.95 -2.47 4.37 0.36
H -3.18 -1.04 6.47 0.30
H -3.88 0.56 6.65 0.37
H -4.62 -0.83 7.46 0.46
H -7.01 -0.16 4.70 0.39
H -6.81 -0.34 6.44 0.45
H -6.16 1.08 5.62 0.41
H -3.12 -5.89 -1.02 0.20
H -1.52 -2.21 -3.23 0.23
H -0.03 -3.12 -3.01 0.33
H -1.06 -3.45 -4.43 0.59
H -3.78 -3.35 -2.98 0.35
H -3.21 -4.37 -4.32 0.48
H -3.87 -5.10 -2.86 0.32
H -0.14 -5.64 -2.57 0.38
H -1.70 -6.47 -2.53 0.29
H -1.11 -5.77 -4.04 0.46
C -1.11 2.47 -4.04 -0.90
C -1.14 1.83 -2.64 -0.22
N 0.23 1.62 -2.20 0.37
C 1.01 2.84 -2.27 -0.59
C 1.21 3.26 -3.73 -0.85
N 0.31 2.37 -4.54 -0.04
C 0.81 0.95 -4.47 -0.86
C 0.85 0.54 -2.98 0.02
H -1.36 3.53 -4.05 0.33
H -1.73 1.95 -4.77 0.33
H -1.67 0.87 -2.64 0.27
H -1.66 2.47 -1.93 0.33
H 1.97 2.67 -1.78 0.23
H 0.48 3.61 -1.72 0.48
H 2.22 3.10 -4.11 0.36
H 0.91 4.29 -3.94 0.33
H 0.33 2.67 -5.52 0.30
H 1.78 0.94 -4.96 0.34
H 0.11 0.35 -5.05 0.36
H 1.87 0.40 -2.64 0.50
H 0.29 -0.39 -2.82 -0.04
```

Properties
HOMO-LUMO gap, eV: 4.52
Total energy, eV: -141880.93437
Spin multiplicity: 1
Relative energy (zero: lowest compared OMol25 entry of this formula, charge and spin), kcal/mol: 152.8
Net charge: 0



2.
Entry from the Open Molecules 2025 dataset: 4 unconnected molecules or ions with the total composition C5H14O3 at a distorted geometry (the ωB97M-V functional and the def2-TZVPD basis).

Geometry as XYZ:
```
22
Properties=species:S:1:pos:R:3:mulliken_charge:R:1
C 1.36 -2.42 -0.46 -0.86
C 1.27 -1.10 -0.35 0.05
C 0.04 -0.36 -0.68 -0.35
C -0.15 0.94 -0.50 -0.01
C -1.40 1.67 -0.87 -1.23
H 2.19 -2.99 -0.06 0.27
H 0.62 -3.03 -0.97 0.26
H 2.13 -0.51 -0.05 0.34
H -0.74 -1.02 -1.07 0.27
H 0.69 1.57 -0.23 0.21
H -2.37 1.20 -0.86 0.30
H -1.17 2.21 -1.80 0.34
H -1.48 2.64 -0.35 0.38
O 0.65 -0.98 3.37 -0.64
H 1.28 -1.71 3.38 0.31
H 0.69 -0.66 2.46 0.34
O -1.83 0.56 2.19 -0.60
H -1.72 -0.25 1.68 0.30
H -2.61 0.41 2.74 0.29
O 0.45 1.37 -3.24 -0.59
H 0.82 0.58 -2.86 0.33
H 1.05 1.78 -3.87 0.29
```

Properties
HOMO-LUMO gap, eV: 9.39
Total energy, eV: -11552.90648
Spin multiplicity: 1
Relative energy (zero: lowest compared OMol25 entry of this formula, charge and spin), kcal/mol: 28.1
Net charge: 0
SMILES string: C=C/C=C/C.O.O.O



3.
Entry from the Open Molecules 2025 dataset: a molecular structure, C9H15P3 at a distorted geometry (the ωB97M-V functional and the def2-TZVPD basis).

Geometry as XYZ:
```
27
Properties=species:S:1:pos:R:3:mulliken_charge:R:1
C -0.98 0.55 0.44 0.52
C -0.89 -0.12 -2.14 0.48
C -1.56 1.03 1.54 -1.26
C 1.04 -1.89 0.73 -0.89
C 1.27 -0.39 0.99 -0.87
C -0.35 -2.36 0.95 -0.78
C 0.46 0.71 0.23 0.75
C -0.57 1.05 -2.99 -1.04
C 1.11 1.97 0.70 -1.52
P -0.44 -1.78 -2.43 -0.18
P -1.57 -2.24 -0.47 -0.13
P -2.07 -0.08 -0.85 -0.33
H -0.84 1.25 2.25 0.32
H -2.63 1.04 1.51 0.38
H 1.32 -2.22 -0.23 0.36
H 1.62 -2.46 1.46 0.37
H 0.99 -0.26 1.97 0.38
H 2.33 -0.18 1.00 0.42
H -0.51 -3.43 1.21 0.46
H -0.77 -1.98 1.98 0.32
H 0.73 0.60 -0.80 0.29
H -1.19 1.04 -3.96 0.32
H 0.42 1.10 -3.21 0.41
H -0.82 1.97 -2.35 0.27
H 0.66 2.28 1.66 0.27
H 1.01 2.96 0.06 0.28
H 2.22 1.85 0.76 0.39
```

Properties
HOMO-LUMO gap, eV: 7.78
Total energy, eV: -37439.34967
Spin multiplicity: 1
Relative energy (zero: lowest compared OMol25 entry of this formula, charge and spin), kcal/mol: 10.0
Net charge: 0



4.
Entry from the Open Molecules 2025 dataset: 6 unconnected molecules or ions with the total composition C18H33Cl6N3 at a distorted geometry (the ωB97M-V functional and the def2-TZVPD basis).

Geometry as XYZ:
```
60
Properties=species:S:1:pos:R:3:mulliken_charge:R:1
C 22.54 15.09 1.94 -1.20
C 22.84 15.66 0.58 -0.49
C 24.05 16.60 0.47 0.23
C 25.29 16.04 1.05 0.14
N 26.26 15.58 1.46 -0.48
H 23.38 14.47 2.27 0.36
H 21.69 14.41 1.92 0.35
H 22.41 15.84 2.73 0.30
H 21.97 16.13 0.12 0.27
H 23.09 14.84 -0.11 0.29
H 23.92 17.55 1.00 -0.05
H 24.14 16.92 -0.57 0.31
C 27.52 20.76 0.61 -1.05
C 27.57 19.34 0.00 -0.17
C 28.76 19.19 -0.96 -0.51
C 30.04 19.53 -0.32 0.20
N 31.01 19.83 0.21 -0.43
H 27.66 21.51 -0.18 0.21
H 28.38 20.84 1.28 0.50
H 26.56 20.90 1.09 0.28
H 26.63 19.22 -0.56 0.10
H 27.60 18.54 0.73 0.30
H 28.67 19.79 -1.87 0.18
H 28.83 18.18 -1.35 0.41
C 25.33 21.53 -4.38 -0.68
C 26.03 22.06 -5.62 -0.50
C 25.17 22.60 -6.78 -0.49
C 24.18 21.69 -7.33 0.24
N 23.37 20.97 -7.71 -0.42
H 26.04 21.28 -3.60 0.12
H 24.78 20.62 -4.64 0.35
H 24.67 22.30 -3.98 0.16
H 26.80 21.41 -6.06 0.36
H 26.60 22.94 -5.30 0.28
H 25.85 23.00 -7.53 0.33
H 24.61 23.48 -6.45 0.25
Cl 17.18 19.61 0.15 -0.19
C 18.35 20.24 -1.07 -0.50
C 19.69 19.55 -0.99 -0.33
Cl 20.45 19.73 0.63 -0.18
H 18.45 21.29 -0.81 0.28
H 17.87 20.16 -2.04 0.36
H 20.37 19.94 -1.74 0.22
H 19.64 18.48 -1.15 0.33
Cl 23.79 20.14 -0.04 -0.10
C 24.11 21.83 -0.54 0.12
C 22.87 22.54 -1.04 -0.42
Cl 23.31 24.14 -1.78 -0.21
H 24.88 21.89 -1.31 0.07
H 24.48 22.36 0.34 -0.11
H 22.27 22.88 -0.21 0.38
H 22.28 22.06 -1.82 0.22
Cl 28.85 26.94 0.21 -0.20
C 27.44 26.25 1.10 -0.41
C 27.46 24.75 0.91 -0.51
Cl 26.07 23.91 1.67 -0.21
H 26.52 26.71 0.76 0.33
H 27.58 26.47 2.15 0.30
H 28.32 24.31 1.42 0.34
H 27.57 24.37 -0.11 0.36
```

Properties
HOMO-LUMO gap, eV: 11.04
Total energy, eV: -98805.74057
Spin multiplicity: 1
Relative energy (zero: lowest compared OMol25 entry of this formula, charge and spin), kcal/mol: 2.0
Net charge: 0
SMILES string: CCCC#N.CCCC#N.CCCC#N.ClCCCl.ClCCCl.ClCCCl



5.
Entry from the Open Molecules 2025 dataset: a single C13H18N2O3 molecule (the ωB97M-V functional and the def2-TZVPD basis).

Geometry as XYZ:
```
36
Properties=species:S:1:pos:R:3:mulliken_charge:R:1
C -1.78 3.31 4.53 -1.23
C -0.38 3.13 3.95 -0.22
O -0.44 2.12 2.95 -0.31
C 0.76 1.72 2.46 0.57
O 1.82 2.18 2.82 -0.66
N 0.62 0.73 1.55 0.27
C -0.67 0.28 1.08 -0.75
C -0.51 -1.03 0.31 -0.94
N 0.38 -0.86 -0.81 0.33
C 0.16 -1.50 -2.02 0.57
C -0.60 -2.67 -2.09 -0.55
C -0.82 -3.31 -3.29 -0.74
C -0.26 -2.81 -4.46 0.85
O -0.49 -3.48 -5.64 -0.57
C 0.51 -1.66 -4.40 -0.62
C 0.72 -1.01 -3.20 -0.57
C 1.43 0.12 -0.65 -0.77
C 1.78 0.26 0.82 -1.19
H -1.76 4.09 5.28 0.40
H -2.12 2.39 4.97 0.31
H -2.47 3.60 3.74 0.31
H 0.33 2.83 4.73 0.31
H -0.02 4.06 3.50 0.28
H -1.13 1.03 0.43 0.25
H -1.33 0.13 1.94 0.45
H -0.14 -1.81 1.00 0.20
H -1.49 -1.34 -0.05 0.66
H -1.03 -3.10 -1.20 0.37
H -1.41 -4.21 -3.34 0.39
H -0.04 -3.02 -6.36 0.26
H 0.96 -1.26 -5.31 0.25
H 1.31 -0.11 -3.20 0.36
H 2.31 -0.21 -1.20 0.67
H 1.12 1.11 -1.05 0.33
H 2.58 0.99 0.97 0.46
H 2.11 -0.71 1.22 0.22
```

Properties
HOMO-LUMO gap, eV: 8.01
Total energy, eV: -22896.18014
Spin multiplicity: 1
Relative energy (zero: lowest compared OMol25 entry of this formula, charge and spin), kcal/mol: 21.0
Net charge: 0
SMILES string: CCOC(=O)N1CCN(c2ccc(O)cc2)CC1